# 1
A single C4H8Si molecule at a distorted geometry, computed with the ωB97M-V functional and the def2-TZVPD basis.

Calculated values
Lowest unoccupied orbital energy (spin up / spin down), eV: -0.2 / 0.3
Energy above the lowest of the compared OMol25 structures with the same formula, charge and spin, kJ/mol: 350.6
2S+1: 1
E_tot, eV: -12150.5039
Total charge: 0
HOMO-LUMO gap (spin up / spin down), eV: 7.21 / 7.43

Bonds (Å) are listed after each position.
Geometry (Å):
1 C -2.42 -0.21 -0.44  C2 1.301, H6 0.993, H7 1.046
2 C -1.41 -0.14 0.38  C1 1.301, Si5 1.863, H8 1.086
3 C 1.80 -0.72 0.27  C4 1.452, H9 1.068, H10 1.135
4 C 1.57 0.36 -0.67  C3 1.452, Si5 2.038, H11 1.089, H12 1.115
5 Si -0.05 1.13 0.30  C2 1.863, C4 2.038, H13 1.394
6 H -3.17 -0.83 -0.23  C1 0.993
7 H -2.34 0.49 -1.20  C1 1.046
8 H -1.59 -0.90 1.14  C2 1.086
9 H 1.55 -1.68 -0.12  C3 1.068
10 H 2.11 -0.61 1.36  C3 1.135
11 H 2.44 1.01 -0.55  C4 1.089
12 H 1.41 0.34 -1.77  C4 1.115
13 H 0.10 1.76 1.54  Si5 1.394

# 2
A 2-piece molecular cluster, C26H50BrClN5O6PS overall at a distorted geometry, computed with the ωB97M-V functional and the def2-TZVPD basis.

Calculated values
Lowest unoccupied orbital energy, eV: -2.6
2S+1: 1
E_tot, eV: -150192.5291
Total charge: 0
HOMO-LUMO gap, eV: 2.91

Bonds (Å) are listed after each position.
Geometry (Å):
1 C 1.55 7.38 5.85  C2 1.538, H38 1.088, H39 1.083, H40 1.080
2 C 0.90 7.93 4.56  C1 1.538, C3 1.548, H41 1.084, H42 1.085
3 C 0.16 6.86 3.72  C2 1.548, C4 1.525, H43 1.087, H44 1.087
4 C -0.24 5.59 4.46  C3 1.525, C5 1.529, H45 1.084, H46 1.088
5 C -1.27 4.84 3.61  C4 1.529, C6 1.525, H47 1.079, H48 1.086
6 C -1.24 3.33 3.81  C5 1.525, C7 1.519, H49 1.089, H50 1.086
7 C -2.19 2.70 2.81  C6 1.519, C8 1.541, H51 1.086, H52 1.088
8 C -1.58 2.60 1.40  C7 1.541, C9 1.534, H53 1.085, H54 1.081
9 C -1.49 1.17 0.85  C8 1.534, C10 1.554, H55 1.086, H56 1.082
10 C -2.15 1.01 -0.54  C9 1.554, C11 1.513, H57 1.082, H58 1.087
11 C -1.35 0.08 -1.43  C10 1.513, C12 1.533, H59 1.086, H60 1.091
12 C -1.24 -1.33 -0.82  C11 1.533, C13 1.509, H61 1.086, H62 1.080
13 C -1.38 -2.40 -1.87  C12 1.509, N14 1.492, H63 1.089, H64 1.089
14 N -0.26 -2.49 -2.85  C13 1.492, C15 1.389, C36 1.475
15 C -0.73 -3.32 -3.87  N14 1.389, N16 1.295, N21 1.386
16 N -1.05 -2.81 -5.01  C15 1.295, N17 1.404, P18 1.821
17 N -0.87 -1.43 -5.20  N16 1.404, H65 1.010, H66 1.009
18 P -1.69 -3.89 -6.33  N16 1.821, N19 1.689, O20 1.625
19 N -0.30 -3.97 -7.27  P18 1.689, H67 1.017, H68 1.012
20 O -2.65 -2.84 -7.11  P18 1.625, H69 0.962
21 N -0.85 -4.68 -3.62  C15 1.386, C22 1.466, H70 1.011
22 C 0.43 -5.26 -3.21  N21 1.466, Cl23 1.785, C24 1.575, H71 1.079
23 Cl 1.44 -5.27 -4.68  C22 1.785
24 C 1.11 -4.52 -2.00  C22 1.575, C25 1.559, C32 1.549, C36 1.545
25 C 2.60 -4.98 -2.03  C24 1.559, C26 1.545, H72 1.077, H73 1.082
26 C 3.37 -4.91 -0.69  C25 1.545, C27 1.545, H74 1.084, H75 1.079
27 C 4.54 -3.91 -0.68  C26 1.545, C28 1.522, H76 1.085, H77 1.084
28 C 5.87 -4.63 -0.53  C27 1.522, O29 1.421, H78 1.084, H79 1.086
29 O 6.07 -5.16 0.78  C28 1.421, C30 1.376
30 C 6.27 -4.19 1.74  O29 1.376, O31 1.221, H80 1.094
31 O 7.34 -3.63 1.88  C30 1.221
32 C 0.37 -5.05 -0.74  C24 1.549, C33 1.524, H81 1.082, H82 1.087
33 C -0.03 -4.22 0.47  C32 1.524, O34 1.223, Br35 1.950
34 O -1.21 -4.09 0.76  C33 1.223
35 Br 1.24 -3.48 1.75  C33 1.950
36 C 1.04 -3.03 -2.41  N14 1.475, C24 1.545, S37 1.823, H83 1.083
37 S 1.96 -1.90 -1.32  C36 1.823, H84 1.341
38 H 2.19 8.16 6.26  C1 1.088
39 H 2.18 6.53 5.62  C1 1.083
40 H 0.79 7.14 6.57  C1 1.080
41 H 0.21 8.71 4.86  C2 1.084
42 H 1.72 8.37 4.00  C2 1.085
43 H 0.77 6.61 2.86  C3 1.087
44 H -0.76 7.31 3.36  C3 1.087
45 H -0.72 5.84 5.40  C4 1.084
46 H 0.65 4.99 4.65  C4 1.088
47 H -2.26 5.18 3.88  C5 1.079
48 H -1.11 5.07 2.56  C5 1.086
49 H -0.22 2.97 3.68  C6 1.089
50 H -1.57 3.13 4.82  C6 1.086
51 H -3.09 3.30 2.73  C7 1.086
52 H -2.49 1.71 3.16  C7 1.088
53 H -0.56 2.97 1.45  C8 1.085
54 H -2.13 3.24 0.72  C8 1.081
55 H -0.46 0.84 0.73  C9 1.086
56 H -1.99 0.47 1.52  C9 1.082
57 H -2.24 1.98 -1.01  C10 1.082
58 H -3.16 0.63 -0.41  C10 1.087
59 H -0.39 0.51 -1.70  C11 1.086
60 H -1.91 -0.02 -2.36  C11 1.091
61 H -2.11 -1.45 -0.18  C12 1.086
62 H -0.38 -1.45 -0.18  C12 1.080
63 H -1.65 -3.37 -1.46  C13 1.089
64 H -2.26 -2.12 -2.45  C13 1.089
65 H -1.67 -1.04 -5.66  N17 1.010
66 H -0.01 -1.24 -5.69  N17 1.009
67 H -0.09 -3.11 -7.78  N19 1.017
68 H -0.39 -4.70 -7.97  N19 1.012
69 H -2.36 -2.74 -8.03  O20 0.962
70 H -1.62 -4.90 -3.01  N21 1.011
71 H 0.22 -6.28 -2.91  C22 1.079
72 H 3.15 -4.40 -2.75  C25 1.077
73 H 2.58 -6.02 -2.32  C25 1.082
74 H 3.84 -5.88 -0.55  C26 1.084
75 H 2.75 -4.77 0.18  C26 1.079
76 H 4.61 -3.35 -1.61  C27 1.085
77 H 4.40 -3.21 0.13  C27 1.084
78 H 5.83 -5.50 -1.18  C28 1.084
79 H 6.71 -4.04 -0.88  C28 1.086
80 H 5.41 -3.99 2.38  C30 1.094
81 H -0.55 -5.52 -1.06  C32 1.082
82 H 0.96 -5.88 -0.36  C32 1.087
83 H 1.65 -3.00 -3.30  C36 1.083
84 H 1.40 -0.72 -1.64  S37 1.341
85 C -5.78 6.98 3.08  C86 1.544, H89 1.090, H90 1.092, H91 1.092
86 C -4.39 6.36 2.79  C85 1.544, O87 1.250, O88 1.258
87 O -3.41 7.13 2.84  C86 1.250
88 O -4.40 5.13 2.54  C86 1.258
89 H -5.70 8.04 3.29  C85 1.090
90 H -6.43 6.83 2.22  C85 1.092
91 H -6.23 6.48 3.94  C85 1.092